<P>
An isolated ion of composition C10H14N and charge +1. Source: OMol25; level of theory: ωB97M-V/def2-TZVPD.

The calculation puts the HOMO-LUMO gap at 0.2111 Ha.

```
! wB97M-V def2-TZVPD RIJCOSX def2/J DEFGRID3
* xyz 1 1
C 1.712 0.128 -1.728
C 1.273 -0.594 0.576
C 1.606 2.687 -1.696
C 1.535 1.461 -1.769
C 1.684 -0.848 -0.732
C 0.363 0.429 1.126
C -1.129 0.292 0.894
C 2.115 -2.223 -1.145
C -1.662 -0.574 2.028
C -3.146 0.986 -0.237
N -1.774 0.831 0.033
H 2.327 -0.219 -2.602
H 1.655 -1.353 1.306
H 1.620 3.761 -1.704
H 0.440 0.487 2.154
H 0.536 1.403 0.737
H 1.239 -2.763 -1.472
H 2.387 -2.825 -0.304
H 2.938 -2.107 -1.768
H -1.140 -1.510 2.154
H -2.749 -0.477 2.057
H -1.256 -0.001 2.923
H -3.485 2.042 -0.311
H -3.743 0.527 0.599
H -3.344 0.463 -1.120
*
```

<Q>
An isolated ion of composition C10H14N and charge +1. Source: OMol25; level of theory: ωB97M-V/def2-TZVPD.

The calculation puts the HOMO-LUMO gap at 0.2826 Ha. Its structure (SMILES) is C=c1cccc/c1=C(/C)[NH2+]C.

```
! wB97M-V def2-TZVPD RIJCOSX def2/J DEFGRID3
* xyz 1 1
C 3.120 -0.830 0.409
C 2.161 -1.724 -0.058
C 2.871 0.490 0.355
C 0.873 -1.389 -0.234
C 1.561 0.898 -0.142
C 0.456 -0.051 -0.027
C 1.413 1.981 -0.857
C -0.849 0.214 0.383
C -1.533 1.528 0.639
C -2.881 -0.886 -0.595
N -1.763 -0.970 0.393
H 3.959 -1.298 0.958
H 2.539 -2.718 -0.392
H 3.599 1.136 0.550
H 0.196 -2.128 -0.564
H 2.157 2.740 -0.974
H 0.433 2.351 -1.254
H -2.107 1.491 1.462
H -2.180 1.990 -0.182
H -0.857 2.270 0.916
H -2.521 -0.806 -1.596
H -3.767 -1.686 -0.540
H -3.388 0.085 -0.373
H -1.266 -1.901 0.469
H -2.225 -0.788 1.254
*
```

How do the structures above rank in stability at the extremes? <Q> comes first and <P> comes last.